Molecular formula: C6H7NO
Method: DFT, the ωB97M-V functional and the def2-TZVPD basis

```
15
Properties=species:S:1:pos:R:3:forces:R:3
N -3.7146 -0.4200 0.2515 6.1 3.2 -2.9
C -2.6604 0.0585 -0.1540 -4.3 -3.3 4.3
C -1.1732 0.2051 -0.3730 -0.2 1.1 -2.8
O -0.5347 1.7211 -0.0114 -1.7 -2.7 -0.7
C 0.7813 1.3998 0.3732 1.4 2.9 3.1
C 1.0570 0.1580 -0.2040 1.5 -5.7 -0.2
C 1.3187 -1.3810 -0.0235 -0.8 -0.6 3.9
C -0.0953 -0.7772 0.2000 -1.6 1.7 -2.0
H -1.1960 0.3452 -1.4675 0.7 -0.5 0.3
H 1.5637 2.0778 -0.2085 -1.7 -0.2 2.2
H 0.6952 1.2434 1.5294 1.3 1.3 -1.7
H 1.1565 0.3273 -1.2455 -0.5 -0.4 -1.3
H 1.4912 -2.0582 -0.7995 0.5 0.1 -2.0
H 1.7287 -2.1084 0.9379 -1.3 3.0 -2.1
H -0.4181 -0.7915 1.1948 0.6 0.1 1.9
```
Forces are in eV/Å.

Output
Energy relative to the best compared isomer or geometry (same formula, charge and spin) ... 665.0 kJ/mol
HOMO energy ... -9.775 eV
LUMO ... 0.021 hartree
Energy ... -362.5602 Eh